Record 1
{"formula": "C15H19CrF2N4", "method": "ωB97M-V/def2-TZVPD", "elements": ["Cr", "N", "C", "C", "N", "C", "C", "N", "H", "H", "H", "H", "H", "H", "H", "H", "H", "H", "H", "H", "H", "F", "C", "C", "C", "C", "C", "F", "C", "C", "C", "C", "C", "C", "N", "H", "H", "H", "H", "H", "H"], "coordinates": [[0.162811, 0.121767, -0.894539], [-0.233319, -1.924529, -1.123384], [1.049527, -2.653766, -0.893986], [2.165974, -1.991740, -1.694210], [2.002070, -0.495233, -1.683458], [3.160022, 0.333934, -1.195394], [2.716230, 1.249500, -0.059565], [1.341542, 1.763376, -0.336056], [-0.928738, -2.250410, -0.455322], [-0.595723, -2.164492, -2.047084], [0.954925, -3.705071, -1.165047], [1.253001, -2.603861, 0.172327], [2.157957, -2.328218, -2.730754], [3.134120, -2.263286, -1.277392], [1.884551, -0.235242, -2.661219], [3.544958, 0.910551, -2.036238], [3.965844, -0.314841, -0.857004], [3.421379, 2.070431, 0.068857], [2.665521, 0.706548, 0.880453], [1.391382, 2.487196, -1.054219], [0.979923, 2.220157, 0.498629], [1.275349, -1.424420, 4.123763], [0.414574, -0.876455, 3.277443], [0.791514, -0.752922, 1.944072], [-0.096666, -0.182529, 1.047576], [-1.360988, 0.263158, 1.488552], [-1.676569, 0.109112, 2.841840], [-2.862867, 0.520578, 3.287139], [-0.810972, -0.454929, 3.753265], [-2.232848, 0.851550, 0.475897], [-3.517317, 1.364817, 0.641291], [-4.186078, 1.883487, -0.451368], [-3.585439, 1.895558, -1.709455], [-2.320510, 1.379058, -1.819399], [-1.658894, 0.869958, -0.757958], [1.775024, -1.114311, 1.670955], [-1.084963, -0.559885, 4.793452], [-3.982154, 1.355944, 1.612914], [-5.183890, 2.282580, -0.325121], [-4.088416, 2.295575, -2.577252], [-1.801847, 1.361307, -2.773001]], "forces_ev_per_a": [[-0.027, -0.041, 0.232], [0.049, 0.032, -0.024], [0.024, 0.006, -0.051], [-0.064, 0.069, 0.072], [0.095, -0.017, -0.106], [-0.104, -0.024, 0.052], [0.020, -0.003, -0.052], [0.017, -0.046, -0.040], [0.010, -0.023, -0.003], [-0.005, -0.008, 0.004], [0.025, 0.002, 0.001], [0.001, -0.002, 0.007], [-0.027, -0.019, 0.007], [0.000, -0.011, -0.009], [0.040, -0.015, -0.009], [-0.007, 0.028, 0.017], [0.009, 0.010, -0.004], [0.016, -0.019, -0.003], [0.000, -0.001, 0.005], [0.002, 0.006, 0.007], [0.024, 0.008, 0.004], [-0.002, 0.003, -0.009], [0.026, -0.021, 0.043], [-0.046, 0.016, 0.018], [-0.053, 0.054, -0.139], [0.009, -0.017, 0.061], [-0.024, 0.013, -0.015], [0.006, -0.003, 0.005], [0.005, 0.009, -0.048], [-0.040, 0.022, -0.017], [0.050, -0.024, 0.008], [-0.026, 0.013, -0.010], [0.023, -0.010, 0.001], [-0.037, 0.011, 0.024], [0.008, 0.003, -0.029], [0.009, -0.005, 0.000], [0.008, -0.005, 0.006], [-0.006, 0.003, -0.003], [0.000, 0.001, -0.004], [-0.008, 0.003, 0.003], [0.001, 0.000, -0.002]], "lowdin_charge": [0.88, -0.02, -0.17, -0.13, -0.12, -0.13, -0.17, -0.02, 0.13, 0.13, 0.14, 0.11, 0.14, 0.13, 0.14, 0.14, 0.13, 0.14, 0.11, 0.13, 0.13, 0.13, -0.25, -0.03, -0.16, -0.10, -0.19, 0.12, 0.11, -0.17, 0.05, 0.02, -0.01, -0.08, -0.04, 0.11, 0.16, 0.13, 0.14, 0.13, 0.13], "spin_multiplicity": 2, "s_squared": 0.759, "e_tot_ha": -2045.64667, "fmax_ev_per_a": 0.24, "total_charge": 2, "e_homo_ev": [-14.962, -14.955], "lumo_ev": [-8.02, -7.54], "homo_lumo_gap_ha": [0.2552, 0.2724]}



Record 2
{"formula": "C15H19N2O6S4W", "method": "ωB97M-V/def2-TZVPD", "elements": ["W", "C", "C", "S", "C", "C", "S", "C", "C", "S", "C", "C", "S", "H", "H", "H", "H", "H", "H", "H", "H", "H", "H", "H", "H", "H", "H", "H", "H", "O", "C", "O", "C", "C", "C", "C", "C", "C", "N", "O", "O", "N", "O", "O", "H", "H", "H"], "coordinates": [[0.436518, -0.862311, 0.293656], [1.967593, -0.346699, 3.316008], [3.148854, -0.251569, 2.371667], [2.887209, -1.029157, 0.735202], [3.247750, -2.818275, 0.921831], [2.159721, -3.623537, 1.607576], [0.593114, -3.385047, 0.697635], [-0.720798, -3.747672, 1.900811], [-2.005020, -3.130397, 1.376865], [-1.912450, -1.355978, 0.937292], [-2.142846, -0.430415, 2.495290], [-0.923871, -0.400200, 3.405498], [0.481169, 0.263893, 2.446428], [2.120938, 0.306442, 4.177456], [1.773352, -1.359740, 3.664282], [4.036538, -0.717245, 2.803823], [3.403232, 0.784326, 2.141118], [4.195455, -2.886394, 1.459305], [3.427498, -3.158699, -0.099912], [2.014047, -3.343008, 2.649327], [2.407344, -4.685594, 1.559739], [-0.427652, -3.370892, 2.879094], [-0.832715, -4.831906, 1.955574], [-2.822160, -3.230457, 2.093382], [-2.326944, -3.610624, 0.450628], [-2.999697, -0.879641, 3.000662], [-2.431659, 0.569643, 2.168704], [-0.654114, -1.376658, 3.803650], [-1.091873, 0.291238, 4.233402], [-1.709451, 1.626167, -0.005889], [-1.082487, 1.504518, -0.996477], [-0.121425, 0.313139, -0.957713], [-0.995523, 2.220274, -2.243545], [-0.149640, 1.812173, -3.278155], [-0.133818, 2.553282, -4.434188], [-0.920923, 3.677902, -4.614284], [-1.746547, 4.050334, -3.566010], [-1.807386, 3.355868, -2.382005], [-2.607299, 5.253218, -3.721432], [-3.308568, 5.531302, -2.776139], [-2.532612, 5.833221, -4.773676], [0.773271, 2.113474, -5.523843], [0.759349, 2.759063, -6.536723], [1.454699, 1.135356, -5.289765], [0.485244, 0.942574, -3.214566], [-0.895035, 4.245240, -5.536557], [-2.470384, 3.689467, -1.595028]], "forces_ev_per_a": [[-0.028, -0.169, 0.078], [-0.103, 0.000, 0.028], [0.046, 0.017, 0.016], [0.020, -0.060, -0.062], [-0.041, 0.015, 0.004], [0.025, -0.010, -0.035], [0.050, 0.205, -0.058], [-0.048, -0.009, 0.018], [0.020, -0.002, -0.030], [-0.091, 0.055, 0.004], [0.079, -0.013, 0.114], [-0.116, 0.065, -0.089], [0.028, -0.022, 0.052], [0.013, -0.020, 0.015], [0.021, 0.002, 0.014], [0.015, 0.017, -0.011], [0.008, -0.001, -0.015], [0.007, -0.005, -0.009], [0.016, 0.011, -0.004], [-0.007, -0.004, 0.000], [-0.006, -0.001, 0.013], [0.003, -0.007, -0.002], [0.007, 0.001, 0.008], [0.006, -0.011, 0.006], [-0.015, 0.001, 0.008], [0.004, 0.004, 0.006], [0.000, -0.011, -0.025], [0.012, 0.007, -0.009], [-0.003, -0.015, 0.010], [-0.020, 0.000, 0.036], [-0.071, -0.017, -0.087], [0.212, -0.046, 0.011], [-0.022, 0.036, -0.037], [-0.049, 0.003, 0.065], [0.009, 0.006, -0.023], [0.001, -0.026, 0.025], [0.005, 0.031, -0.001], [0.020, -0.067, 0.031], [-0.084, 0.033, -0.044], [0.020, -0.005, 0.029], [0.032, -0.007, 0.007], [0.051, -0.015, -0.060], [-0.018, 0.012, 0.012], [-0.009, -0.005, 0.019], [0.010, 0.004, -0.013], [-0.001, 0.002, 0.001], [-0.007, 0.023, -0.015]], "lowdin_charge": [1.09, -0.41, -0.42, 0.89, -0.42, -0.42, 0.89, -0.43, -0.42, 0.92, -0.41, -0.39, 0.92, 0.12, 0.09, 0.12, 0.11, 0.12, 0.11, 0.09, 0.12, 0.09, 0.12, 0.12, 0.11, 0.12, 0.09, 0.09, 0.12, 0.15, -0.34, -0.32, -0.12, 0.08, -0.07, 0.15, -0.07, 0.11, -0.34, 0.12, 0.15, -0.34, 0.16, 0.10, 0.13, 0.16, 0.15], "spin_multiplicity": 3, "s_squared": 2.017, "e_tot_ha": -2802.53407, "fmax_ev_per_a": 0.22, "total_charge": 3, "e_homo_ev": [-17.664, -17.664], "lumo_ev": [-11.87, -12.90], "homo_lumo_gap_ha": [0.2128, 0.1749]}



Number 2 is which compound? C15H19N2O6S4W